{"formula": "C4H9N", "method": "ωB97M-V with the def2-TZVPD basis set", "charge": 0, "homo_energy_ev": -8.25, "multiplicity": 1, "e_tot_ha": -212.48614, "mol_weight_g_mol": 71.1, "smiles": "C1CCNC1", "relative_energy_kcal_mol": 40.8, "symbols": ["N", "C", "C", "C", "C", "H", "H", "H", "H", "H", "H", "H", "H", "H"], "positions_angstrom": [[-0.32, -0.28, 1.39], [-0.07, -0.48, -1.14], [-0.52, -1.21, 0.21], [0.73, 0.74, -0.59], [0.17, 1.06, 0.71], [0.84, 1.50, 1.45], [0.61, -1.11, -1.88], [-0.88, -0.04, -1.61], [0.71, 1.49, -1.39], [-0.73, 1.82, 0.48], [-1.51, -1.67, 0.15], [0.08, -2.19, 0.27], [1.81, 0.39, -0.37], [-0.89, -0.02, 2.32]]}



{"formula": "C4H9N", "method": "ωB97M-V with the def2-TZVPD basis set", "charge": 0, "homo_energy_ev": -9.08, "multiplicity": 1, "e_tot_ha": -212.48375, "mol_weight_g_mol": 71.1, "smiles": "C=CCCN", "relative_energy_kcal_mol": 42.3, "symbols": ["N", "C", "C", "C", "C", "H", "H", "H", "H", "H", "H", "H", "H", "H"], "positions_angstrom": [[-1.07, -1.31, 1.37], [0.93, 2.07, -0.19], [1.04, 0.77, -0.39], [-0.21, -0.09, -0.67], [-0.29, -1.42, 0.04], [-2.06, -1.01, 1.35], [-0.15, -0.27, -1.86], [-0.73, -2.14, -0.66], [1.78, 2.80, 0.02], [0.68, -2.03, 0.11], [-0.12, 2.54, -0.07], [-1.16, 0.52, -0.48], [1.87, 0.18, -0.60], [-0.52, -0.61, 2.04]]}



{"formula": "C4H9N", "method": "ωB97M-V with the def2-TZVPD basis set", "charge": 0, "homo_energy_ev": -9.30, "multiplicity": 1, "e_tot_ha": -212.49501, "mol_weight_g_mol": 71.1, "smiles": "C=NC(C)C", "relative_energy_kcal_mol": 35.2, "symbols": ["N", "C", "C", "C", "C", "H", "H", "H", "H", "H", "H", "H", "H", "H"], "positions_angstrom": [[1.06, -0.08, -0.44], [2.15, 0.03, 0.12], [-0.26, -0.04, 0.18], [-0.91, 1.32, -0.18], [-0.94, -1.41, -0.21], [-2.04, 1.27, 0.00], [-1.61, -1.76, 0.71], [2.28, 0.38, 1.27], [-0.09, -2.08, -0.38], [-0.61, 1.70, -1.23], [-1.44, -1.32, -1.22], [-0.25, -0.16, 1.31], [3.09, 0.06, -0.48], [-0.43, 2.09, 0.57]]}



{"formula": "C4H9N2", "method": "ωB97M-V with the def2-TZVPD basis set", "charge": 1, "homo_energy_ev": -14.79, "multiplicity": 1, "e_tot_ha": -266.95487, "mol_weight_g_mol": 85.1, "smiles": "C1C[NH+]2CN1C2", "relative_energy_kcal_mol": 90.6, "symbols": ["N", "N", "C", "C", "C", "C", "H", "H", "H", "H", "H", "H", "H", "H", "H"], "positions_angstrom": [[0.16, -0.41, 1.26], [-0.11, -0.53, -0.77], [0.02, 0.92, -0.81], [1.07, -0.86, 0.15], [-0.98, -0.92, 0.40], [-0.01, 1.00, 1.04], [-0.37, -0.89, -1.61], [0.83, 1.71, 1.31], [1.21, -1.88, 0.15], [1.91, -0.20, -0.05], [-1.13, -1.97, 0.61], [0.98, 1.31, -1.12], [-0.82, 1.34, -1.27], [-1.88, -0.43, 0.36], [-1.01, 1.34, 1.48]]}



{"formula": "C4H9N2", "method": "ωB97M-V with the def2-TZVPD basis set", "charge": 1, "homo_energy_ev": -14.67, "multiplicity": 1, "e_tot_ha": -267.01168, "mol_weight_g_mol": 85.1, "smiles": "C=[N+]=CCNC", "relative_energy_kcal_mol": 55.0, "symbols": ["N", "N", "C", "C", "C", "C", "H", "H", "H", "H", "H", "H", "H", "H", "H"], "positions_angstrom": [[0.04, 0.71, -1.80], [0.26, -0.54, 0.46], [1.16, 0.86, -1.17], [0.31, 0.03, 1.79], [-1.01, -0.65, -0.19], [-1.00, 0.09, -1.53], [-1.86, 0.07, -2.18], [2.03, 0.32, -1.50], [0.85, -1.36, 0.35], [-1.30, -1.68, -0.41], [-0.23, 0.97, 1.81], [1.34, 1.79, -0.64], [-0.13, -0.65, 2.53], [-1.80, -0.18, 0.41], [1.35, 0.21, 2.08]]}



{"formula": "C4H9N2", "method": "ωB97M-V with the def2-TZVPD basis set", "charge": 1, "homo_energy_ev": -14.24, "multiplicity": 1, "e_tot_ha": -266.98771, "mol_weight_g_mol": 85.1, "relative_energy_kcal_mol": 70.0, "symbols": ["N", "N", "C", "C", "C", "C", "H", "H", "H", "H", "H", "H", "H", "H", "H"], "positions_angstrom": [[0.98, -1.33, 0.23], [-1.71, -0.53, 1.62], [-0.75, 1.90, -1.01], [1.57, -0.74, -0.79], [0.42, 1.43, -1.08], [1.54, 0.67, -1.07], [1.01, -2.31, 0.19], [-2.68, -0.39, 1.62], [-1.25, 2.05, 0.01], [2.22, -1.27, -1.44], [2.41, 1.10, -1.48], [-1.37, 1.82, -1.97], [-1.58, -1.55, 1.80], [-1.29, 0.02, 2.41], [0.46, -0.90, 0.96]]}



{"formula": "C4H9N2", "method": "ωB97M-V with the def2-TZVPD basis set", "charge": 1, "homo_energy_ev": -11.79, "multiplicity": 1, "e_tot_ha": -266.91018, "mol_weight_g_mol": 85.1, "relative_energy_kcal_mol": 118.7, "symbols": ["N", "N", "C", "C", "C", "C", "H", "H", "H", "H", "H", "H", "H", "H", "H"], "positions_angstrom": [[-2.58, -0.33, 0.11], [2.00, -0.12, 0.06], [0.94, 0.89, 0.16], [-1.44, 0.21, -0.25], [1.07, -1.23, -0.18], [-0.20, -0.12, 0.42], [0.89, -1.20, -1.21], [0.70, 1.26, -0.92], [2.61, -0.19, 0.87], [-0.19, -0.37, 1.51], [-1.38, 0.83, -1.16], [-2.59, -0.96, 0.88], [0.83, 1.63, 0.91], [2.72, 0.07, -0.65], [-3.39, -0.37, -0.54]]}



{"formula": "C4H9N2", "method": "ωB97M-V with the def2-TZVPD basis set", "charge": 1, "homo_energy_ev": -12.06, "multiplicity": 1, "e_tot_ha": -266.90682, "mol_weight_g_mol": 85.1, "relative_energy_kcal_mol": 120.8, "symbols": ["N", "N", "C", "C", "C", "C", "H", "H", "H", "H", "H", "H", "H", "H", "H"], "positions_angstrom": [[-2.28, -0.46, 0.17], [0.11, -0.75, 0.01], [0.97, 0.18, -0.17], [-1.05, -0.50, -0.59], [2.45, 0.04, -0.10], [-1.78, 0.74, -0.39], [0.74, 1.26, -0.33], [2.48, 0.55, 0.90], [2.83, -1.04, -0.20], [-3.21, -0.90, -0.27], [2.96, 0.70, -0.82], [-1.46, 1.46, 0.37], [-2.18, -0.49, 1.16], [0.23, -1.67, 0.39], [-2.26, 1.09, -1.37]]}



{"formula": "C4H9N2", "method": "ωB97M-V with the def2-TZVPD basis set", "charge": 1, "homo_energy_ev": [-14.34, -14.09], "multiplicity": 1, "e_tot_ha": -266.88577, "mol_weight_g_mol": 85.1, "relative_energy_kcal_mol": 134.0, "symbols": ["N", "N", "C", "C", "C", "C", "H", "H", "H", "H", "H", "H", "H", "H", "H"], "positions_angstrom": [[0.95, 0.94, -0.08], [0.05, -0.03, -0.25], [-1.30, 0.47, -0.66], [-1.62, 0.81, 0.74], [2.18, 0.66, 0.22], [0.09, -1.50, 0.02], [-2.35, 0.30, 1.29], [2.61, -0.38, 0.29], [-1.06, 1.29, -1.35], [-1.91, -0.11, -1.37], [0.79, -1.85, -0.82], [0.60, -1.68, 0.92], [-1.11, 1.70, 1.00], [-0.89, -2.05, -0.27], [2.96, 1.42, 0.32]]}



{"formula": "C4H9N2", "method": "ωB97M-V with the def2-TZVPD basis set", "charge": 1, "homo_energy_ev": -14.25, "multiplicity": 1, "e_tot_ha": -266.95714, "mol_weight_g_mol": 85.1, "smiles": "C=NC/C=[NH+]\\C", "relative_energy_kcal_mol": 89.2, "symbols": ["N", "N", "C", "C", "C", "C", "H", "H", "H", "H", "H", "H", "H", "H", "H"], "positions_angstrom": [[1.70, -0.25, -0.08], [-1.27, 0.26, 0.30], [0.61, -1.25, -0.03], [-0.74, -1.06, 0.09], [1.64, 1.16, -0.07], [-2.41, 0.63, -0.08], [2.17, 1.58, 0.70], [-0.97, -1.55, -0.89], [0.55, 1.48, -0.13], [0.90, -2.39, -0.02], [-3.15, 0.12, -0.69], [-2.64, 1.63, 0.36], [2.48, -0.74, -0.60], [-1.33, -1.69, 0.80], [2.22, 1.45, -1.00]]}